The following is a DFT calculation (ωB97M-V with the def2-TZVPD basis set) of 3 unconnected molecules or ions with the total composition H6O3.

Values from the calculation:
Frontier orbital gap, eV: 11.26
Electronic energy, Ha: -229.31404
ΔE to the lowest compared entry with this formula, charge and spin, kJ/mol: 28.97

Each line ends with the Löwdin charge.
Cartesian coordinates (Å):
O: 10.6159 8.3069 -14.8973  -0.080
H: 9.8828 8.7953 -15.2806  0.024
H: 10.1935 7.6192 -14.3558  -0.019
O: 9.2210 6.2278 -13.5608  -0.050
H: 8.5699 5.5504 -13.7810  0.028
H: 9.2998 6.2188 -12.6021  0.054
O: 7.9211 4.4287 -15.7466  -0.046
H: 7.9505 3.4704 -15.8226  0.042
H: 8.3094 4.7558 -16.5637  0.047



The following is a DFT calculation (ωB97M-V with the def2-TZVPD basis set) of a molecular structure, H6O3.

Values from the calculation:
Frontier orbital gap, eV: 10.22
Electronic energy, Ha: -229.15154
ΔE to the lowest compared entry with this formula, charge and spin, kJ/mol: 455.62

Each line ends with the Löwdin charge.
Cartesian coordinates (Å):
O: -0.2950 1.5589 -0.7283  -0.049
H: -0.5942 1.0104 -1.4535  0.032
H: 0.1309 0.9490 -0.1259  -0.222
O: -0.9285 -1.2816 0.5535  -0.048
H: -1.1358 -1.5616 -0.3380  0.030
H: -0.1089 -0.7947 0.4677  -0.221
O: 0.6570 0.0552 0.3183  0.131
H: 0.9284 0.6734 0.9968  0.173
H: 1.3461 -0.6090 0.3093  0.173



The following is a DFT calculation (ωB97M-V with the def2-TZVPD basis set) of a molecular structure, H6O3Rb.

Values from the calculation:
Frontier orbital gap, eV: 12.02
Net charge: +1
Electronic energy, Ha: -253.20743
ΔE to the lowest compared entry with this formula, charge and spin, kJ/mol: 73.31

Each line ends with the Löwdin charge.
Cartesian coordinates (Å):
Rb: -1.2056 -1.3475 0.9190  1.118
O: -0.5673 -1.3042 -2.0100  -0.089
H: -0.0685 -0.5467 -1.6302  0.031
H: -1.4243 -0.9693 -2.1614  0.014
O: -1.1280 1.4972 0.4547  -0.141
H: -0.2719 1.8280 0.0713  0.078
H: -0.8570 1.3940 1.3660  0.005
O: 1.4945 -0.3965 0.9162  -0.151
H: 1.9895 -0.3044 1.7499  0.071
H: 2.0387 0.1494 0.3244  0.067



The lowest electronic energy belongs to which entry?
H6O3Rb



Copy entry 2 word for word.
The following is a DFT calculation (ωB97M-V with the def2-TZVPD basis set) of a molecular structure, H6O3.

Values from the calculation:
Frontier orbital gap, eV: 10.22
Electronic energy, Ha: -229.15154
ΔE to the lowest compared entry with this formula, charge and spin, kJ/mol: 455.62

Each line ends with the Löwdin charge.
Cartesian coordinates (Å):
O: -0.2950 1.5589 -0.7283  -0.049
H: -0.5942 1.0104 -1.4535  0.032
H: 0.1309 0.9490 -0.1259  -0.222
O: -0.9285 -1.2816 0.5535  -0.048
H: -1.1358 -1.5616 -0.3380  0.030
H: -0.1089 -0.7947 0.4677  -0.221
O: 0.6570 0.0552 0.3183  0.131
H: 0.9284 0.6734 0.9968  0.173
H: 1.3461 -0.6090 0.3093  0.173



What is the electronic energy in the second record?
-229.15154 Ha